{
  "formula": "C8H15N4",
  "method": "wB97M-V/def2-TZVPD",
  "species": ["C", "C", "C", "C", "C", "C", "C", "C", "N", "N", "N", "N", "H", "H", "H", "H", "H", "H", "H", "H", "H", "H", "H", "H", "H", "H", "H"],
  "coordinates": [[3.2094, 0.7517, 0.0334], [2.2472, -1.4695, -0.3664], [0.0432, -0.3458, 0.4698], [0.1100, 2.1016, 0.5006], [-2.1915, 0.8299, 0.2229], [-0.5752, 0.8623, -1.5260], [-0.8095, -2.3575, 0.8142], [-0.6879, 0.8939, 0.0122], [3.8334, 1.7055, 0.2213], [1.2180, -2.1627, -0.5389], [2.3855, -0.1877, -0.1721], [-0.0831, -1.5377, -0.1365], [3.1652, -2.0953, -0.6671], [0.3815, -0.5030, 1.5779], [0.9923, 2.2609, -0.0254], [0.4034, 1.8635, 1.5806], [-0.4589, 3.0142, 0.5092], [-2.5869, 0.8232, 1.3081], [-2.6188, 1.7641, -0.0218], [-2.7134, 0.0644, -0.3606], [0.3920, 0.7172, -1.9003], [-0.9407, 1.8934, -1.7762], [-1.3492, 0.2309, -1.9664], [-1.8132, -1.9797, 0.9151], [-0.7464, -3.5208, 0.5928], [-0.2677, -2.2343, 1.7762], [-0.5385, -1.3832, -1.0768]],
  "e_above_lowest_kcal_mol": 135.1,
  "energy_ev": -14486.735,
  "total_charge": 1,
  "max_force_ev_per_a": 5.61,
  "e_homo_ev": [-13.43, -13.43]
}

---

{
  "formula": "C8H15N4P",
  "method": "wB97M-V/def2-TZVPD",
  "species": ["C", "C", "C", "C", "C", "C", "C", "C", "N", "N", "N", "N", "P", "H", "H", "H", "H", "H", "H", "H", "H", "H", "H", "H", "H", "H", "H", "H"],
  "coordinates": [[0.6077, -1.3198, -0.6243], [-0.0267, -1.1573, -1.7973], [1.5582, -0.2419, -0.4904], [0.3887, 0.0760, -2.3116], [4.7811, 0.8284, 0.9448], [2.6657, -0.1898, 0.3902], [-5.9796, 0.9090, 0.9555], [-4.7112, 0.9123, 0.2596], [1.4677, 0.5924, -1.5839], [2.6301, -0.9822, 1.4747], [5.8126, 1.5590, 0.5260], [3.6444, 0.7081, 0.3113], [-3.7131, -0.4398, -0.1550], [0.4412, -2.0587, 0.1587], [-0.9059, -1.6008, -2.1785], [4.9743, 0.4967, 1.9698], [-5.7265, 0.5635, 1.9848], [-6.4860, 1.8433, 1.0940], [-6.6967, 0.1430, 0.6409], [-4.3451, 1.8803, 0.4025], [0.0264, 0.4046, -3.2422], [2.0901, 1.3701, -1.6487], [1.8136, -1.6113, 1.5801], [3.3501, -0.8348, 2.2083], [6.7056, 1.6367, 1.0966], [5.8943, 2.0909, -0.2949], [3.5843, 1.4317, -0.4075], [-4.5405, -1.3504, 0.2553]],
  "e_above_lowest_kcal_mol": 0.0,
  "energy_ev": -23768.837,
  "total_charge": 2,
  "max_force_ev_per_a": 5.39,
  "e_homo_ev": -12.85
}

---

{
  "formula": "C8H15NO",
  "method": "wB97M-V/def2-TZVPD",
  "species": ["C", "C", "C", "C", "C", "C", "C", "C", "N", "O", "H", "H", "H", "H", "H", "H", "H", "H", "H", "H", "H", "H", "H", "H", "H"],
  "coordinates": [[1.8655, -0.4822, -0.4290], [-0.8921, -1.0291, -1.9669], [-0.2024, 0.9802, 1.5487], [2.1425, -1.5456, 0.5826], [2.6013, 0.8141, -0.3153], [-3.0423, 0.3438, -0.1136], [-0.5547, -0.3088, -0.7581], [-0.3787, 0.2830, 0.2879], [-3.6055, 1.1834, 0.8036], [-3.7123, -0.3891, -0.8131], [1.7601, -0.8428, -1.4474], [-3.0436, 1.8921, 1.2392], [-4.6177, 1.2968, 0.8334], [-1.9835, -1.1193, -2.0049], [-0.5443, -0.4991, -2.8560], [-0.4548, -2.0300, -1.9585], [-1.0500, 0.7726, 2.2036], [0.7055, 0.6441, 2.0530], [-0.1287, 2.0594, 1.3968], [2.0353, -1.1748, 1.6068], [3.1775, -1.9176, 0.4986], [1.4799, -2.4050, 0.4643], [3.6733, 0.6808, -0.5377], [2.2200, 1.5627, -1.0128], [2.5496, 1.2302, 0.6948]],
  "e_above_lowest_kcal_mol": 140.8,
  "energy_ev": -12071.429,
  "max_force_ev_per_a": 2.00,
  "e_homo_ev": [-7.42, -6.14]
}

---

{
  "formula": "C8H15NO6",
  "method": "wB97M-V/def2-TZVPD",
  "species": ["C", "C", "O", "N", "H", "C", "H", "C", "O", "H", "H", "C", "O", "H", "C", "C", "O", "H", "H", "H", "O", "C", "O", "H", "H", "H", "H", "H", "H", "H"],
  "coordinates": [[-3.7717, 0.5109, 1.3867], [-2.8228, 0.4057, 0.0487], [-3.1674, 0.8901, -1.0656], [-1.7154, -0.2081, 0.2429], [-1.4564, -0.5393, 1.0635], [-0.8454, -0.3634, -0.7286], [-1.4453, -0.4371, -1.5491], [0.0487, -1.5453, -0.7765], [-0.6590, -2.5714, -0.0867], [-0.4480, -2.5116, 0.9505], [0.2291, -1.7352, -1.6428], [1.2966, -1.1550, -0.0454], [1.1813, -1.0418, 1.2755], [0.7209, 0.0963, 1.3848], [2.1741, -0.2545, -0.9267], [3.2807, 0.4107, 0.0770], [3.0017, 1.0436, 1.1169], [2.6218, 0.5433, 1.8320], [3.9355, 1.2466, -0.8043], [4.0436, -0.2852, 0.3544], [1.2996, 0.7385, -1.5045], [-0.0021, 1.0831, -0.6568], [0.2448, 1.5941, 0.5590], [1.0084, 2.0521, 0.7221], [-0.3530, 1.9288, -1.6848], [2.7100, -0.7658, -1.6486], [2.0011, -2.3563, 0.1308], [-4.7353, 1.1373, 1.0242], [-3.3923, 1.0746, 2.1634], [-3.9677, -0.5219, 1.7777]],
  "e_above_lowest_kcal_mol": 198.8,
  "energy_ev": -22305.414,
  "max_force_ev_per_a": 12.66,
  "e_homo_ev": -9.28
}

---

What did we get for molar mass? Answer: 167.24 198.21 141.21 221.21 u, in the order shown.